Record 1
A structure of composition ClH16O8 at a distorted geometry, computed with ωB97M-V with the def2-TZVPD basis set.

## Properties
**E_tot**: -29156.5640 eV
**Gap between HOMO and LUMO**: 8.90 eV
**Charge**: -1

CARTESIAN COORDINATES (ANGSTROEM)
Cl  0.06401  -0.21047  -0.24529
O  -2.14837  0.66609  0.21223
H  -1.51856  0.13534  0.69994
H  -2.84179  0.85659  0.84398
O  1.11083  2.17702  0.41038
H  0.70834  1.37431  0.07888
H  0.97944  2.13785  1.35771
O  1.43603  -1.64705  1.34258
H  1.07951  -2.49196  1.06826
H  0.91379  -1.00059  0.86762
O  -0.32637  1.14791  1.95090
H  0.09083  1.08405  2.81003
H  0.20488  0.58878  1.38399
O  -1.48648  1.79048  -1.20261
H  -0.69485  1.52773  -1.67219
H  -1.48506  1.25322  -0.41041
O  2.18801  0.38214  -1.22774
H  1.41556  0.00590  -0.80584
H  2.23952  1.27360  -0.88294
O  0.87817  -1.84755  -1.97841
H  1.39196  -2.52195  -1.53406
H  0.79824  -1.14368  -1.33467
O  -1.76009  -2.21904  -0.51082
H  -0.94884  -1.76868  -0.27570
H  -2.28864  -1.54993  -0.94575

---

Record 2
An isolated molecule of C20H30ClN3O3 at a distorted geometry, computed with ωB97M-V with the def2-TZVPD basis set.

## Properties
**E_tot**: -44363.6946 eV
**Gap between HOMO and LUMO**: 9.87 eV
**SMILES**: CC[C@H](C)[C@@H](CC(=O)N[C@@]1(CO)CC[C@H](C)C1)NC(=O)c1cncc(Cl)c1

CARTESIAN COORDINATES (ANGSTROEM)
C  4.01663  -0.28541  1.80881
C  2.55642  -0.62582  1.46057
C  1.75892  0.50481  0.74946
C  1.73827  1.79514  1.60592
C  0.32389  0.05741  0.31440
C  -0.47480  1.18068  -0.41444
C  -1.75405  0.71902  -1.11455
O  -1.71473  0.40609  -2.30042
N  -2.85922  0.63361  -0.36200
C  -4.19813  0.18345  -0.78519
C  -4.81330  1.20020  -1.80181
O  -4.95062  2.51173  -1.26545
C  -4.17681  -1.26589  -1.32095
C  -4.09258  -2.17395  -0.08844
C  -4.77773  -1.39944  1.05052
C  -6.03805  -2.10429  1.58029
C  -5.05837  0.01107  0.48684
N  0.33061  -1.18162  -0.47785
C  -0.00285  -2.40012  -0.03030
O  -0.15921  -2.65225  1.16163
C  -0.18183  -3.46414  -1.07845
C  0.08987  -4.80556  -0.77563
N  -0.06307  -5.81740  -1.66958
C  -0.51302  -5.50225  -2.91092
C  -0.82243  -4.19789  -3.29562
Cl  -1.40886  -3.86459  -4.88278
C  -0.65500  -3.16818  -2.36908
H  4.54062  -1.16917  2.17496
H  4.55965  0.07886  0.93594
H  4.08505  0.47025  2.59118
H  2.58212  -1.51059  0.82371
H  2.02947  -0.93714  2.36453
H  2.30505  0.73771  -0.16688
H  1.20513  1.64200  2.54508
H  2.74377  2.13570  1.85118
H  1.26806  2.62870  1.08551
H  -0.23320  -0.14200  1.23755
H  -0.74350  1.97683  0.27768
H  0.15094  1.63933  -1.17998
H  -2.79374  0.98203  0.57713
H  -4.19205  1.27258  -2.69624
H  -5.79226  0.85488  -2.13753
H  -5.09285  2.44362  -0.31945
H  -5.10039  -1.47821  -1.86147
H  -3.36436  -1.46189  -2.02037
H  -4.54449  -3.14852  -0.28150
H  -3.04737  -2.36083  0.16666
H  -4.07307  -1.31032  1.88089
H  -6.78089  -2.24560  0.79419
H  -5.79582  -3.08759  1.98556
H  -6.50533  -1.52916  2.38031
H  -4.84094  0.76963  1.24003
H  -6.11716  0.11035  0.23942
H  0.42995  -1.06688  -1.47378
H  0.43743  -5.08930  0.20967
H  -0.63164  -6.32040  -3.60620
H  -0.91309  -2.15705  -2.65792

---

Record 3
A structure of composition C15H8MgN3O5 at a distorted geometry, computed with ωB97M-V with the def2-TZVPD basis set.

## Properties
**E_tot**: -35823.2424 eV
**Gap between HOMO and LUMO (alpha / beta)**: 5.60 / 5.64 eV
**Charge**: +1

CARTESIAN COORDINATES (ANGSTROEM)
O  -0.86517  -3.88950  -5.38922
C  -0.41680  -3.27513  -4.47925
Mg  -0.78646  1.42406  -2.78998
O  2.14375  -0.99688  -3.32034
C  1.37539  -0.14034  -3.76978
C  1.47234  1.23945  -3.40107
O  2.21348  2.07941  -3.04921
C  -0.56854  0.54477  -5.68013
O  -1.13178  0.65464  -6.70020
C  0.44439  -0.48375  -4.81909
O  0.36652  -1.47829  -5.56801
H  -2.81969  1.42007  -2.72980
N  0.38710  1.27001  7.70356
C  0.24198  1.03576  6.55157
C  0.07522  0.72999  5.16583
C  -0.58212  1.63807  4.32052
C  -0.69098  1.36057  2.95626
C  -0.18643  0.14269  2.47503
C  0.43903  -0.78695  3.31053
C  0.58422  -0.47547  4.66290
N  -0.24516  -0.13420  1.09915
C  0.14106  -1.32200  0.44825
C  0.00027  -1.07712  -0.89030
N  -0.37441  0.26157  -1.08645
C  -0.59498  0.76083  0.12825
H  -1.00506  2.55978  4.72233
H  -1.16610  2.08124  2.28425
H  0.82659  -1.71609  2.89158
H  1.09495  -1.18150  5.31503
H  0.48898  -2.20861  0.97249
H  0.12395  -1.77376  -1.70701
H  -0.98552  1.73671  0.37228

---

Record 4
A structure of composition C2H6O3Tb at a distorted geometry, computed with ωB97M-V with the def2-TZVPD basis set.

## Properties
**E_tot**: -30727.7353 eV
**2S+1**: 8
**Gap between HOMO and LUMO (alpha / beta)**: 9.55 / 8.71 eV
**Charge**: +2

CARTESIAN COORDINATES (ANGSTROEM)
C  0.46585  0.99178  -1.52290
O  0.06348  0.75865  -0.17004
C  -0.41253  -0.43343  0.17739
O  -1.07147  -0.30967  1.29867
Tb  -2.32271  1.68975  1.70211
H  1.50793  0.67081  -1.62373
H  -0.17111  0.43031  -2.21738
H  0.33346  2.06350  -1.69158
H  -0.65513  -1.20524  -0.56523
O  0.82885  -1.88700  1.19366
H  1.52320  -1.28232  1.47960
H  -0.08980  -1.48713  1.93945

---

Record 5
A structure of composition C51H78BF4IrN3O3 at a distorted geometry, computed with ωB97M-V with the def2-TZVPD basis set.

## Properties
**E_tot**: -79155.9629 eV
**2S+1**: 2
**Gap between HOMO and LUMO (alpha / beta)**: 6.55 / 5.15 eV

CARTESIAN COORDINATES (ANGSTROEM)
Ir  -0.90465  -0.79124  0.64748
C  -3.75222  -1.47464  -6.54047
C  -4.78450  -1.32085  -5.41282
C  -5.40924  -2.69383  -5.15546
C  -5.89038  -0.34494  -5.84396
C  -4.07852  -0.76799  -4.18047
C  -4.13508  -1.37270  -2.93890
C  -3.37992  -0.91061  -1.87034
C  -3.51888  -1.64859  -0.57270
N  -3.34383  -0.85260  0.66846
C  -3.86544  0.51274  0.63660
C  -2.83587  1.54991  1.11890
N  -1.69702  0.98378  1.84441
C  -2.07591  0.53421  3.20640
C  -1.64077  -0.87513  3.65905
N  -1.53589  -1.89708  2.61273
C  -2.80793  -2.57161  2.33529
C  -3.84911  -1.61262  1.81164
C  -0.57376  -2.96589  2.94835
C  0.88801  -2.67983  3.19990
C  1.62202  -3.75725  3.61024
C  2.99644  -3.66789  3.85900
C  3.59440  -2.41160  3.74321
C  2.92775  -1.27546  3.33505
C  1.52019  -1.39953  2.98306
O  0.81930  -0.44224  2.55912
C  3.72053  0.03479  3.38908
C  5.06151  -0.13581  2.65030
C  3.01964  1.25705  2.79210
C  4.00406  0.34866  4.87061
C  3.76219  -4.91493  4.25866
C  5.23877  -4.63455  4.55053
C  3.67953  -5.92394  3.10133
C  3.12955  -5.50441  5.53085
C  -0.56737  1.94443  1.87922
C  0.18105  2.29064  0.61512
C  0.38231  3.63730  0.35784
C  1.27978  4.10049  -0.59211
C  1.94371  3.14817  -1.36030
C  1.78106  1.78469  -1.17350
C  0.92424  1.33415  -0.12080
O  0.91461  0.05664  0.15841
C  2.55748  0.76595  -2.02250
C  3.61710  0.08784  -1.13390
C  1.64127  -0.32002  -2.62013
C  3.27851  1.44678  -3.19125
C  1.56313  5.59648  -0.70218
C  2.58700  5.91400  -1.79565
C  0.27002  6.36179  -1.01671
C  2.15079  6.07669  0.63562
C  -2.46579  0.16294  -2.02414
O  -1.51975  0.40534  -1.15416
C  -2.64954  0.97410  -3.19882
C  -3.38414  0.44178  -4.24260
C  -2.06039  2.38298  -3.32630
C  -0.56817  2.30973  -3.67105
C  -2.21912  3.15843  -2.01269
C  -2.77972  3.19372  -4.41409
H  -4.22778  -1.87230  -7.43974
H  -2.96477  -2.16350  -6.23194
H  -3.28992  -0.52022  -6.79082
H  -5.84322  -3.07780  -6.07999
H  -6.20676  -2.63789  -4.41276
H  -4.65386  -3.40457  -4.81778
H  -6.43521  -0.74223  -6.70351
H  -5.47434  0.62410  -6.12056
H  -6.59829  -0.19185  -5.02771
H  -4.76059  -2.24134  -2.77527
H  -2.78822  -2.46450  -0.55311
H  -4.51501  -2.11234  -0.56316
H  -4.78263  0.57790  1.22878
H  -4.13251  0.76906  -0.38708
H  -3.33712  2.31559  1.72311
H  -2.41129  2.03415  0.24827
H  -3.15793  0.61935  3.28493
H  -1.65976  1.22907  3.94024
H  -2.34511  -1.20803  4.43340
H  -0.66409  -0.79177  4.12129
H  -3.18794  -3.05015  3.24801
H  -2.61941  -3.35742  1.60190
H  -4.13510  -0.92796  2.60626
H  -4.74900  -2.17413  1.53389
H  -0.60651  -3.67244  2.11419
H  -0.93908  -3.50605  3.83581
H  1.11402  -4.70683  3.73008
H  4.64060  -2.32132  3.99163
H  4.90011  -0.53113  1.64770
H  5.73880  -0.80407  3.18205
H  5.55281  0.83382  2.56782
H  2.68066  1.06603  1.78029
H  3.71947  2.09461  2.77100
H  2.16598  1.55245  3.40008
H  4.56780  -0.45214  5.35017
H  3.07027  0.48421  5.41970
H  4.58411  1.27010  4.94174
H  5.75106  -4.24740  3.66879
H  5.72996  -5.56266  4.84258
H  5.35345  -3.92373  5.37092
H  4.09515  -5.48809  2.19233
H  2.64932  -6.20780  2.88874
H  4.24233  -6.82548  3.34686
H  3.12933  -4.75877  6.32790
H  3.69871  -6.37117  5.86817
H  2.10206  -5.82264  5.35795
H  0.16314  1.50216  2.54970
H  -0.92352  2.88568  2.31688
H  -0.15534  4.35744  0.96671
H  2.62701  3.47788  -2.12632
H  3.13741  -0.49838  -0.35282
H  4.26928  0.83727  -0.67871
H  4.22884  -0.58577  -1.73824
H  1.12873  -0.87966  -1.84746
H  2.24307  -1.02191  -3.20053
H  0.89588  0.11913  -3.28178
H  4.06302  2.12136  -2.84226
H  2.57808  2.00279  -3.81741
H  3.74991  0.68021  -3.80708
H  2.23617  5.59044  -2.77680
H  3.54444  5.43547  -1.58563
H  2.75249  6.99169  -1.83421
H  -0.16915  5.98830  -1.94320
H  0.48491  7.42520  -1.14164
H  -0.46680  6.25479  -0.22017
H  3.06953  5.52872  0.85098
H  1.45786  5.91283  1.46091
H  2.38586  7.14241  0.58856
H  -3.43772  1.00098  -5.16599
H  -0.01830  1.86186  -2.84700
H  -0.17599  3.31597  -3.84462
H  -0.41655  1.71628  -4.57467
H  -1.60051  2.71118  -1.24198
H  -3.26716  3.17669  -1.69903
H  -1.88624  4.18974  -2.14811
H  -2.53486  2.83862  -5.41554
H  -2.45714  4.23382  -4.34703
H  -3.86207  3.16092  -4.27793
F  0.03244  -4.54565  -1.70797
B  0.15219  -4.13650  -0.40428
F  -0.67582  -4.87825  0.45572
F  1.45403  -4.11821  0.05417
F  -0.37069  -2.75469  -0.31899

---

Record 6
An isolated molecule of C5H8ClOP at a distorted geometry, computed with ωB97M-V with the def2-TZVPD basis set.

## Properties
**E_tot**: -29171.3762 eV
**Gap between HOMO and LUMO**: 7.77 eV

CARTESIAN COORDINATES (ANGSTROEM)
C  -0.37082  0.02181  0.71026
C  -1.08093  -0.45878  -0.47853
C  0.98369  -0.59237  0.95457
C  0.91231  0.84499  0.63242
C  1.53863  1.47385  -0.63997
O  -3.44144  -1.71858  0.62054
P  -2.71863  -1.06541  -0.47117
Cl  -3.16585  -2.09539  -2.09305
H  -0.96491  0.01861  1.52548
H  -0.78745  -0.04337  -1.39247
H  1.30880  -1.03312  1.89190
H  1.27290  -1.35235  0.14606
H  1.29964  1.39621  1.50422
H  2.62647  1.61776  -0.35279
H  1.00972  2.26264  -1.06710
H  1.57788  0.72350  -1.49038

---

Record 7
A cluster of 5 separate species, H10O5 in total, computed with ωB97M-V with the def2-TZVPD basis set.

## Properties
**E_tot**: -10399.9119 eV
**Gap between HOMO and LUMO**: 11.25 eV
**SMILES**: O.O.O.O.O

CARTESIAN COORDINATES (ANGSTROEM)
O  -1.59407  -0.23450  -1.90512
H  -1.14617  -0.24311  -1.04529
H  -1.30537  0.58178  -2.32106
O  3.33171  -0.93007  -0.54602
H  2.41172  -1.09522  -0.31794
H  3.35421  -0.95828  -1.50700
O  -0.06523  0.33210  0.54783
H  0.64131  0.96005  0.36598
H  -0.76207  0.85259  0.98383
O  0.58523  -2.47562  1.13396
H  0.42672  -1.67912  0.60860
H  1.42894  -2.31649  1.56754
O  -2.09778  2.22562  0.89810
H  -2.80738  2.46183  1.50289
H  -2.40179  2.51843  0.03373

---

Record 8
A cluster of 3 separate species, C16H37F3NO9P2 in total at a distorted geometry, computed with ωB97M-V with the def2-TZVPD basis set.

## Properties
**E_tot**: -63829.4541 eV
**Gap between HOMO and LUMO**: 7.06 eV
**Charge**: +1

CARTESIAN COORDINATES (ANGSTROEM)
N  0.99910  0.46083  -0.99392
P  -0.01705  1.83491  -1.06799
C  -1.39824  1.46043  -2.23521
C  -2.73105  1.18537  -1.49463
C  -3.65967  2.37061  -1.43508
F  -4.78568  2.17520  -0.73308
C  -3.46427  3.58476  -1.94997
F  -3.76049  4.63442  -1.22271
F  -3.04642  3.85697  -3.15069
P  1.18658  3.53035  -1.72511
O  0.31865  4.59435  -2.19423
O  2.07224  4.07968  -0.49611
O  2.12793  3.12708  -2.97509
H  1.80599  0.71713  -0.41306
H  0.53730  -0.27690  -0.45157
H  -0.60526  1.98544  0.20982
H  -1.09477  0.50835  -2.71174
H  -1.45623  2.19585  -3.05111
H  -2.47504  0.94331  -0.44078
H  -3.25618  0.29669  -1.87845
H  2.42897  4.93406  -0.81346
H  2.69241  2.35715  -2.76334
C  2.14470  -4.65902  -0.68704
O  2.75732  -4.27565  -1.89926
C  2.23395  -3.06134  -2.39968
C  3.14499  -2.48537  -3.46576
O  4.24392  -1.75914  -2.92532
C  5.30620  -2.55122  -2.39287
C  6.17956  -3.17076  -3.46429
O  5.58043  -4.35553  -3.95968
C  6.21912  -4.82173  -5.13078
H  1.06248  -4.77369  -0.81515
H  2.56710  -5.61451  -0.38311
H  2.35250  -3.92139  0.09778
H  2.12129  -2.33343  -1.58370
H  1.24828  -3.27560  -2.83769
H  2.57029  -1.75064  -4.03658
H  3.48144  -3.25126  -4.16620
H  4.92963  -3.30252  -1.69717
H  5.92240  -1.85503  -1.81948
H  7.15352  -3.43436  -3.03131
H  6.32655  -2.45463  -4.28199
H  6.12100  -4.08836  -5.93880
H  5.72980  -5.74396  -5.43827
H  7.27778  -5.02833  -4.94167
C  -3.77601  0.66896  7.53185
O  -3.35107  1.20169  6.29319
C  -2.12011  0.64247  5.86979
C  -1.88898  0.93922  4.40197
O  -2.57500  0.03835  3.53453
C  -3.97771  0.26032  3.39976
C  -4.30621  1.44074  2.50945
O  -4.21426  2.65229  3.23505
C  -4.25104  3.77925  2.38768
H  -3.02651  0.84543  8.31026
H  -4.70155  1.16770  7.81301
H  -3.97296  -0.40477  7.44005
H  -2.12083  -0.44196  6.03059
H  -1.31709  1.09826  6.46461
H  -0.82685  0.78547  4.19250
H  -2.12340  1.97769  4.15921
H  -4.46228  0.34242  4.37339
H  -4.36509  -0.64033  2.91764
H  -5.33528  1.34336  2.13969
H  -3.61264  1.46332  1.65634
H  -3.38525  3.77961  1.71160
H  -4.20511  4.67166  3.00888
H  -5.17783  3.80029  1.80452